1.
The following is a quantum chemistry calculation of one molecule with the formula C6H17N4O2PS in a non-equilibrium geometry, from the Open Molecules 2025 dataset.

Geometry as ORCA input:
```
! wB97M-V def2-TZVPD RIJCOSX def2/J DEFGRID3
* xyz 0 1
C 0.40 1.09 1.64
C -0.11 -1.19 1.29
C 1.99 0.84 1.25
C 1.30 -1.53 0.86
C -0.55 -1.01 -2.11
C -0.21 1.51 -2.55
N -0.42 0.17 0.99
N 2.18 -0.54 1.56
N -3.59 -0.34 0.58
N -0.66 0.45 -1.69
O -1.87 2.12 -0.04
O -2.50 -0.49 -0.32
P -1.41 0.76 -0.25
S 3.78 -1.08 1.31
H 0.45 1.01 2.72
H -0.02 2.07 1.39
H -0.82 -1.95 1.03
H -0.08 -1.22 2.37
H 2.13 1.14 0.23
H 2.47 1.42 1.95
H 1.57 -2.53 1.29
H 1.40 -1.53 -0.24
H -0.74 -1.62 -1.20
H -1.40 -1.23 -2.90
H 0.42 -1.11 -2.65
H -0.54 2.42 -2.11
H 0.85 1.72 -2.75
H -0.79 1.49 -3.57
H -3.14 -0.13 1.61
H -4.01 0.53 0.39
H 3.95 -1.25 -0.07
*
```

Summary:
- Kohn-Sham gap (eV) = 9.36
- E_tot (eV) = -36675.723
- relative energy (zero: lowest compared OMol25 entry of this formula, charge and spin) (eV) = 0.0000
- HOMO energy (eV) = -8.676
- lowest unoccupied orbital energy (eV) = 0.681
- structure (SMILES) = CN(C)[P@@](=O)(ON)N1CCN(S)CC1

---

2.
The following is a quantum chemistry calculation of an isolated ion of composition C5H11IN and charge +1 in a non-equilibrium geometry, from the Open Molecules 2025 dataset.

Geometry as ORCA input:
```
! wB97M-V def2-TZVPD RIJCOSX def2/J DEFGRID3
* xyz 1 1
C 1.73 1.04 0.76
C 0.55 0.79 0.08
C 2.52 2.14 1.22
C -1.07 -0.72 0.87
C -0.63 -0.78 -1.46
N -0.06 -0.58 -0.09
I 2.82 2.31 3.33
H 2.25 0.19 1.22
H 3.49 2.45 0.97
H 0.12 1.41 -0.68
H 1.80 2.89 0.97
H -1.78 0.03 1.03
H -1.71 -1.57 0.69
H -0.80 -0.83 1.89
H 0.18 -0.77 -2.11
H -0.99 -1.86 -1.38
H -1.44 -0.17 -1.58
H 0.65 -1.37 -0.07
*
```

Summary:
- Kohn-Sham gap (eV) = 8.81
- E_tot (eV) = -14944.461
- relative energy (zero: lowest compared OMol25 entry of this formula, charge and spin) (eV) = 2.8203
- HOMO energy (eV) = -12.702
- lowest unoccupied orbital energy (eV) = -3.888
- structure (SMILES) = C[NH+](C)/C=C/CI